1.
Formula: C44H32F6N13NaO6S4
Source: the Open Molecules 2025 dataset
Level of theory: wB97M-V/def2-TZVPD

```
106
Properties=species:S:1:pos:R:3:forces:R:3
Na 0.3221 -0.7264 1.4639 -0.380 -1.549 -0.909
C 4.0232 -2.7026 3.6640 0.077 0.014 -0.001
C 2.8240 -2.5817 2.9746 -0.020 -0.049 -0.115
N 2.7427 -1.8967 1.8445 -0.041 0.063 0.229
C 3.8500 -1.3087 1.4091 -0.084 0.136 -0.232
C 5.0464 -1.4378 2.1056 0.049 -0.039 0.047
N 5.1459 -2.1412 3.2292 -0.068 0.016 -0.022
C 3.7271 -0.4929 0.1548 -0.019 -0.132 0.133
C 4.8554 0.0154 -0.4849 0.036 -0.088 0.033
C 4.7201 0.7748 -1.6359 0.168 0.067 -0.095
C 3.4333 0.9590 -2.1241 -0.030 0.107 -0.030
C 2.3635 0.3937 -1.4458 -0.187 0.055 0.018
N 2.4976 -0.2932 -0.3171 0.054 -0.052 0.109
C 0.9845 0.5003 -2.0116 0.163 -0.025 -0.001
C 0.4239 1.7214 -2.3712 -0.034 0.015 -0.025
N -0.7686 1.8053 -2.9526 0.031 -0.062 0.023
C -1.4158 0.6547 -3.1175 -0.072 0.049 -0.021
C -0.8692 -0.5626 -2.7338 0.101 -0.004 0.088
N 0.3453 -0.6458 -2.2066 -0.116 -0.002 -0.002
C 5.9095 1.3565 -2.3284 -0.209 -0.090 0.130
C 7.1588 1.4168 -1.7207 0.106 0.052 0.074
C 8.2260 1.9881 -2.3945 -0.039 0.011 -0.059
N 8.1465 2.5020 -3.6216 -0.055 -0.040 0.038
C 6.9502 2.4369 -4.2044 0.039 -0.016 0.051
C 5.8269 1.8835 -3.6122 0.002 0.006 -0.153
H 4.0748 -3.2585 4.5927 -0.003 -0.007 -0.008
H 1.9108 -3.0441 3.3291 0.016 0.007 -0.004
H 5.9561 -0.9540 1.7707 -0.003 0.003 0.016
H 5.8324 -0.2078 -0.0867 0.008 0.009 -0.022
H 3.2365 1.5242 -3.0241 0.008 0.010 0.003
H 0.9491 2.6506 -2.1757 0.010 -0.003 -0.016
H -2.4054 0.7049 -3.5591 0.049 -0.008 0.056
H -1.4176 -1.4910 -2.8480 -0.003 0.002 -0.010
H 7.3150 1.0427 -0.7190 -0.008 0.025 0.005
H 9.1979 2.0398 -1.9157 0.007 0.003 -0.005
H 6.8816 2.8506 -5.2047 0.010 -0.001 -0.007
H 4.9022 1.8578 -4.1706 -0.002 0.008 0.006
C 1.4005 -6.6150 -0.9920 0.109 0.024 0.000
S 1.3209 -6.3246 0.7812 -0.095 0.007 -0.026
C 0.6278 -4.6525 0.8655 -0.110 -0.040 0.007
S 0.8227 -3.5443 -0.3897 -0.032 -0.037 0.099
N 0.0033 -4.5467 2.0142 0.344 0.282 0.027
N -0.3268 -3.2498 2.3802 -0.227 -0.260 -0.121
C -1.4062 -3.2045 3.0526 -0.067 0.293 0.085
C -1.9838 -1.9477 3.5709 0.155 -0.150 -0.106
C -3.1468 -2.0178 4.3336 -0.090 -0.009 0.046
C -3.7358 -0.8477 4.7785 -0.022 -0.027 0.014
C -3.1527 0.3610 4.4419 -0.012 -0.004 0.004
C -1.9911 0.3374 3.6828 0.076 -0.056 -0.113
N -1.4083 -0.7811 3.2633 -0.143 -0.032 0.079
H 2.1099 -7.4266 -1.1573 0.000 -0.019 0.000
H 0.4248 -6.8938 -1.3896 0.004 0.021 -0.023
H 1.7492 -5.7037 -1.4788 -0.024 -0.049 -0.004
H -1.9786 -4.1194 3.2178 0.002 -0.008 0.087
H -3.5791 -2.9850 4.5580 -0.005 0.006 -0.002
H -4.6422 -0.8798 5.3713 -0.006 -0.004 -0.002
H -3.5804 1.3049 4.7513 0.004 0.003 -0.004
H -1.5169 1.2653 3.3809 0.034 -0.015 -0.004
C -2.4348 4.3437 -5.6281 -0.021 0.024 -0.009
O -3.7710 4.7055 -5.3195 0.065 0.031 -0.008
C -4.5154 3.7470 -4.6810 0.010 -0.065 -0.011
C -4.2504 2.3841 -4.7791 -0.019 0.016 0.006
C -5.0097 1.4822 -4.0532 -0.023 -0.062 0.044
C -6.0388 1.9137 -3.2217 -0.100 0.017 0.103
C -6.3562 3.2644 -3.2091 0.048 0.142 -0.019
C -5.5892 4.1806 -3.9191 -0.127 -0.044 0.075
N -6.8471 0.9680 -2.5055 0.221 0.037 -0.258
N -6.3107 0.1717 -1.6930 0.089 -0.013 0.250
C -5.0151 0.2861 -1.1877 -0.013 -0.099 -0.062
C -4.3198 1.4824 -0.9420 -0.082 -0.081 -0.061
C -3.0887 1.5272 -0.3339 -0.024 0.034 -0.026
C -2.3843 0.3452 0.0375 -0.125 -0.008 0.086
O -1.2326 0.3507 0.5058 -0.132 0.498 -0.353
C -3.1205 -0.9183 -0.1563 0.132 0.010 0.039
N -2.4639 -2.0290 0.2318 -0.044 0.036 0.020
C -3.0342 -3.1953 0.0679 -0.085 0.035 -0.038
C -4.3172 -3.3300 -0.4979 0.041 -0.052 0.016
C -4.9947 -2.2106 -0.9021 -0.021 0.067 0.030
C -4.4058 -0.9363 -0.7332 -0.026 -0.033 -0.120
H -1.9129 5.2691 -5.8625 -0.001 0.008 0.000
H -2.3854 3.6837 -6.4984 -0.016 -0.018 -0.039
H -1.9518 3.8499 -4.7816 0.009 -0.003 0.032
H -3.4462 2.0218 -5.4058 0.003 0.010 0.037
H -4.7858 0.4234 -4.0995 0.006 -0.015 0.004
H -7.1792 3.6022 -2.5903 0.004 0.006 -0.017
H -5.8022 5.2414 -3.8714 0.017 -0.006 0.003
H -4.7823 2.4227 -1.2039 -0.057 0.051 -0.027
H -2.5953 2.4740 -0.1498 -0.021 -0.001 -0.007
H -2.4599 -4.0641 0.3815 -0.014 0.006 -0.018
H -4.7499 -4.3164 -0.6186 -0.010 0.005 -0.004
H -5.9762 -2.2732 -1.3541 0.003 -0.019 0.008
F 3.3094 3.5371 3.1233 0.061 0.099 -0.007
C 3.0224 2.3675 2.5492 -0.097 -0.060 -0.033
F 4.0332 1.5316 2.7649 0.087 -0.019 0.016
F 2.9230 2.5632 1.2278 0.066 0.006 -0.067
S 1.4069 1.7155 3.1723 -0.169 -0.034 0.270
O 1.4190 0.3157 2.8158 0.769 1.200 0.819
O 0.4600 2.5839 2.5397 0.054 -0.065 0.064
N 1.4049 2.0035 4.7197 0.156 -0.066 -0.098
S 2.1647 1.1278 5.7991 0.018 0.070 -0.153
O 2.2753 1.9020 7.0014 0.033 -0.061 -0.021
O 3.3052 0.4017 5.3109 -0.067 0.110 0.111
C 0.9468 -0.1920 6.2426 0.026 -0.049 -0.116
F 0.9840 -1.1961 5.3725 -0.031 -0.011 0.023
F 1.2559 -0.6749 7.4540 0.015 -0.090 0.068
F -0.2966 0.2831 6.2921 -0.063 0.038 0.081
```
Forces are in eV/Å.

ΔE to the lowest compared entry with this formula, charge and spin: 0.1119 eV
Largest force on an atom: 1.8 eV Å⁻¹
E_LUMO: 3.105 eV
HOMO level: -0.08334 Eh
Orbital gap: 5.37 eV
Net charge: -2


2.
Formula: C23H92O23
Source: the Open Molecules 2025 dataset
Level of theory: wB97M-V/def2-TZVPD

```
138
Properties=species:S:1:pos:R:3:forces:R:3
C 13.4811 12.9114 13.7167 -0.306 0.433 0.290
O 14.3473 13.9746 13.3978 0.206 0.085 -1.638
H 12.8023 12.7597 12.8674 0.346 -0.152 0.124
H 14.0188 12.0059 13.9951 -0.042 -0.252 -0.216
H 12.8702 13.2294 14.5516 -0.411 -0.206 0.412
H 14.8486 14.2556 14.1563 0.209 -0.099 0.966
C 7.0171 9.3218 19.6778 0.398 1.928 -0.862
O 6.8335 9.3353 18.2532 0.632 -0.325 0.317
H 7.9260 9.8900 19.9905 -0.895 0.064 -0.224
H 6.0991 9.6269 20.1514 -0.110 0.569 0.431
H 7.1818 8.3607 20.0016 0.404 -2.493 0.383
H 6.2050 10.0202 18.0544 -0.371 0.366 -0.152
C 12.7037 16.9865 15.5301 -1.510 0.813 -1.388
O 12.6013 16.6656 16.9008 0.173 -0.227 -0.378
H 12.8127 16.1258 14.8444 -0.038 0.153 0.550
H 11.8169 17.5914 15.1998 0.273 -0.808 0.247
H 13.4798 17.6865 15.3043 1.072 0.183 0.395
H 12.0966 15.8284 16.8977 -0.147 -0.048 0.306
C 9.7365 10.3168 15.5834 -1.270 -1.099 -1.069
O 8.3171 10.5376 15.7132 0.575 0.265 0.048
H 10.3304 11.0197 16.1320 0.345 0.675 -0.005
H 9.9724 9.3189 15.9521 0.151 -0.119 -0.037
H 9.8799 10.3163 14.4835 0.529 0.264 0.758
H 8.0634 10.2231 16.5837 -0.272 -0.110 0.282
C 15.6292 17.0617 18.8201 1.497 1.127 0.115
O 14.7497 16.1842 18.2704 -1.128 -2.308 -0.493
H 15.1393 17.7799 19.4611 -0.175 0.395 0.356
H 16.3693 16.5116 19.4383 -0.298 0.327 -0.523
H 16.1100 17.6066 17.9928 0.444 0.098 0.528
H 14.0247 16.5688 17.7312 -0.174 0.103 0.097
C 13.6283 8.8831 15.7318 -0.081 -2.812 -0.215
O 14.5947 9.1871 14.7466 -0.667 0.225 -0.959
H 12.5809 8.9926 15.3806 0.794 0.224 -0.225
H 13.7494 7.7534 16.0028 -0.367 1.831 -0.069
H 13.7884 9.4635 16.5983 -0.014 0.436 0.825
H 15.4918 9.1595 15.1178 0.261 0.207 0.211
C 16.4335 6.7524 7.3535 0.801 -0.387 0.354
O 16.7119 7.9525 8.0320 -0.306 0.562 -0.042
H 16.6472 6.8092 6.2834 -0.055 0.466 0.080
H 17.1186 5.9952 7.7461 -0.190 -0.411 -0.067
H 15.4134 6.4150 7.4760 -0.408 -0.079 0.080
H 16.1858 7.9971 8.8582 0.170 -0.112 -0.434
C 9.9980 14.5743 10.2518 -0.300 -0.818 0.342
O 9.6294 14.5946 11.6347 0.615 -0.676 -0.241
H 9.2078 13.9432 9.7516 0.895 1.123 -0.223
H 10.1870 15.5971 9.9025 -0.600 -0.305 -0.381
H 10.9651 14.0714 10.1500 -0.169 -0.159 0.117
H 9.2722 15.4488 11.8112 -0.309 0.879 0.317
C 10.9218 13.4655 17.7596 1.789 -0.631 -1.335
O 11.1220 14.3551 16.6437 -0.303 -0.350 0.011
H 10.6589 14.0290 18.6127 -0.212 0.455 1.068
H 10.1377 12.8188 17.4640 -0.996 -0.802 0.151
H 11.8356 12.8148 17.9367 -0.898 1.050 -0.081
H 10.3902 14.1356 16.0261 0.628 0.137 0.131
C 13.0788 14.2929 20.5930 -1.219 0.074 1.863
O 14.0420 13.8800 19.6748 -0.183 0.142 -0.096
H 13.3855 15.2376 21.1393 -0.217 -0.978 -0.441
H 12.0532 14.5145 20.1619 1.091 -0.350 0.218
H 12.9629 13.4688 21.3562 -0.031 0.924 -0.678
H 14.2839 14.7220 19.2750 0.582 0.140 -0.886
C 13.8909 10.5411 18.9242 0.388 0.356 -0.222
O 13.6554 9.1519 18.6501 0.420 0.376 1.584
H 14.8675 10.8360 18.5159 -0.057 -0.042 0.193
H 13.1576 11.1351 18.3822 -0.191 -0.184 0.024
H 13.8654 10.8747 19.9843 -0.112 -0.650 -0.476
H 14.2600 8.6862 19.2613 -0.309 0.088 -0.489
C 15.1628 12.7972 16.6763 -1.671 -0.010 0.092
O 15.3510 14.0251 16.0392 0.068 0.979 -0.422
H 14.1361 12.7249 17.0885 0.526 0.140 0.156
H 15.2010 12.0092 15.9544 0.533 -0.558 -0.478
H 15.8907 12.7217 17.4456 0.578 -0.666 0.862
H 15.2505 14.6865 16.7368 -0.001 0.386 -0.134
C 15.7932 13.7200 9.7494 -0.210 -0.351 1.767
O 16.1115 14.3307 11.0396 0.007 -0.657 -0.831
H 16.3781 12.7905 9.6442 -0.387 0.208 -0.195
H 14.6957 13.5202 9.6942 0.806 0.083 -0.168
H 16.1050 14.4213 9.0040 0.033 0.354 -0.470
H 15.7589 13.7539 11.7342 -0.423 0.375 0.035
C 8.3347 14.4509 14.5096 1.097 1.439 -1.101
O 9.0221 13.3407 15.0023 0.467 -0.500 0.182
H 8.0841 14.3767 13.4242 0.252 -0.058 0.815
H 7.4511 14.6599 15.0704 -0.784 0.149 0.474
H 9.0569 15.3104 14.6534 -0.957 -0.662 -0.340
H 8.5887 12.5203 14.7535 -0.152 -0.210 0.234
C 16.8625 10.7167 12.0020 0.078 1.035 -0.220
O 17.0128 9.3797 12.2872 -0.298 -2.273 0.019
H 16.8442 11.2548 12.9587 -0.111 0.411 -0.452
H 17.6463 11.1093 11.3256 -0.036 -0.331 0.553
H 15.9488 10.7817 11.4500 -0.836 0.801 -0.216
H 16.1667 8.8916 12.1459 0.921 0.330 0.070
C 18.9280 10.8293 19.3608 0.831 -0.741 -0.608
O 19.1625 9.4109 19.5922 -0.006 0.500 -0.021
H 19.3852 11.4083 20.1784 -0.491 -0.486 0.003
H 19.4740 11.1720 18.4622 -0.451 -0.191 0.194
H 17.8543 11.0048 19.2531 0.142 0.256 0.081
H 19.1407 8.8872 18.7686 -0.164 0.736 0.456
C 16.0929 7.7099 21.7951 -1.336 1.888 1.340
O 16.3253 8.5671 20.6995 0.503 0.573 -0.363
H 15.5849 6.8148 21.5246 0.109 -0.905 -0.720
H 17.0083 7.5567 22.3136 0.662 -0.666 0.541
H 15.3553 8.1729 22.5335 0.928 -0.184 -0.691
H 17.1634 9.0706 20.8394 -0.921 -0.776 -0.286
C 19.3676 6.8439 12.6112 -0.934 -0.094 -0.914
O 18.7432 7.8191 13.4194 -0.794 1.183 -1.200
H 20.4195 6.9298 12.6550 1.323 -0.019 0.437
H 19.0283 5.8977 12.9863 0.183 -0.840 -0.010
H 19.1648 6.8690 11.5043 -0.417 0.362 0.985
H 18.1678 8.4021 12.8237 0.784 -0.613 0.920
C 13.1950 16.6329 11.3497 -0.471 -3.583 -0.204
O 12.2011 17.5884 11.4640 -0.362 1.418 -0.939
H 13.3465 16.3092 10.2792 0.249 0.475 1.000
H 14.1117 16.8127 11.8735 0.737 0.696 -0.033
H 12.8055 15.7148 11.8603 0.332 0.471 -0.391
H 12.2757 18.0453 10.6144 -0.513 0.453 0.577
C 14.6942 6.1073 13.0681 -0.679 0.613 0.547
O 14.7524 7.4849 12.6919 -0.146 -0.591 0.085
H 15.4759 5.8604 13.7598 0.266 0.045 0.873
H 13.6884 5.8909 13.4698 0.513 -0.197 -0.051
H 14.9066 5.4599 12.2483 -0.170 -0.164 -1.073
H 14.5146 8.0338 13.4792 0.308 0.138 -0.182
C 13.9028 9.1853 9.9354 0.369 -0.565 -0.745
O 14.9958 8.2713 10.1923 -0.661 -0.255 0.745
H 12.9908 8.5752 9.8349 0.105 0.459 -0.355
H 13.7116 9.8895 10.7624 0.395 -0.087 -0.249
H 14.1660 9.7275 8.9661 -0.528 -0.680 1.398
H 14.7474 7.6423 10.9410 0.300 1.458 -0.974
C 18.1219 10.5070 15.7210 -0.767 -0.460 -0.870
O 17.2438 9.3584 15.4921 0.985 0.662 -0.114
H 19.0220 10.1761 16.2374 0.019 0.083 0.142
H 18.4307 10.9665 14.7426 -0.406 -0.211 0.927
H 17.5256 11.1882 16.3338 0.417 0.105 -0.167
H 17.7157 8.8475 14.8157 -0.163 -0.417 0.053
C 18.3528 14.3757 13.5963 2.491 0.264 1.665
O 18.5779 13.3019 12.6696 -0.770 0.629 0.730
H 19.4029 14.5210 14.1004 -1.967 -0.373 -0.601
H 18.1970 15.3495 13.1312 -0.417 -0.176 -0.381
H 17.5973 14.2333 14.4346 0.673 -0.300 -1.212
H 17.8084 13.2825 12.0888 0.061 0.142 -0.204
```
Forces are in eV/Å.

ΔE to the lowest compared entry with this formula, charge and spin: 1.3266 eV
Largest force on an atom: 3.6 eV Å⁻¹
E_LUMO: 0.396 eV
HOMO level: -0.34400 Eh
Orbital gap: 9.76 eV


3.
Formula: C23H19F5NO4SbSe4Ti
Source: the Open Molecules 2025 dataset
Level of theory: wB97M-V/def2-TZVPD

```
58
Properties=species:S:1:pos:R:3:forces:R:3
Ti -0.8315 0.6265 -0.6640 2.891 -0.956 1.128
O -4.0812 -1.4846 -1.5929 0.696 1.661 0.549
C -3.2333 -0.4559 -1.4160 2.340 -3.412 -2.005
O -1.9730 -0.6194 -1.6475 -4.590 -0.846 -1.156
C -3.6723 0.8008 -0.9625 -0.912 3.303 0.915
C -4.8782 1.0936 -0.2792 1.192 -1.452 -1.156
C -4.9119 2.1926 0.5370 0.987 1.403 0.688
C -3.7554 2.9962 0.6912 -1.200 -0.645 0.063
C -2.6386 2.6882 -0.0539 0.374 -0.647 -1.217
N -2.6093 1.6800 -0.9445 -2.353 0.275 0.490
C -1.2316 3.2051 0.1633 0.113 1.686 0.331
O -0.9662 4.3347 0.5171 -0.448 -0.605 -0.115
O -0.3725 2.2662 -0.0912 0.689 2.454 0.008
H -3.5733 -2.3098 -1.6095 0.216 0.043 -0.058
H -5.6815 0.3737 -0.3098 -0.047 -0.016 0.138
H -5.7793 2.3865 1.1502 -0.024 -0.047 0.031
H -3.7012 3.7666 1.4439 -0.003 0.075 0.032
C 3.0198 -0.2968 -0.1205 0.005 1.813 0.450
C 2.4309 0.8244 0.5869 0.856 -0.671 -1.737
C 1.6120 0.3157 1.5894 -0.576 -0.820 0.325
C 1.6848 -1.1027 1.5403 0.753 0.192 -0.699
C 2.5773 -1.4593 0.4777 -0.852 -0.165 1.026
C 2.9898 -2.8468 0.1074 -0.016 0.216 0.074
C 0.9679 -2.0322 2.4421 -0.367 0.299 -0.060
C 0.9328 1.1233 2.6549 -0.003 -0.002 -0.210
C 2.7620 2.2643 0.3771 -0.129 -0.147 0.205
C 3.9872 -0.1930 -1.2544 -0.134 -0.023 0.246
H 3.9460 -3.0998 0.5712 0.159 -0.200 -0.021
H 3.1115 -2.9484 -0.9739 0.034 -0.134 -0.103
H 2.2521 -3.5711 0.4425 -0.044 -0.185 -0.033
H -0.1168 -1.9117 2.3089 0.096 -0.238 0.230
H 1.1761 -1.8279 3.4932 -0.081 -0.098 0.126
H 1.2084 -3.0700 2.2367 0.034 -0.223 0.013
H 0.2392 1.8653 2.2339 0.140 -0.103 0.242
H 1.6644 1.6759 3.2472 0.064 0.079 0.179
H 0.3721 0.4741 3.3293 -0.048 0.118 0.078
H 1.8658 2.8818 0.4580 0.036 0.153 -0.050
H 3.2239 2.4386 -0.5945 0.024 0.069 -0.098
H 3.4605 2.6063 1.1464 0.145 0.212 0.048
H 3.9000 -1.0514 -1.9238 0.053 -0.066 -0.147
H 5.0177 -0.1570 -0.8905 0.250 -0.013 -0.142
H 3.8190 0.7124 -1.8380 0.011 0.095 -0.153
F 0.7789 1.6137 -2.5059 0.031 -0.196 -0.260
C 0.9196 0.2531 -2.6416 0.343 -0.404 0.146
C 0.6046 -0.5259 -1.5443 0.129 -0.357 -1.797
C 0.5623 -1.8924 -1.7867 0.051 0.111 0.729
F 0.0538 -2.6670 -0.8018 0.155 -0.238 -0.735
C 0.9444 -2.4642 -2.9903 0.032 -0.050 0.270
F 0.9174 -3.8005 -3.1919 -0.009 0.325 0.038
C 1.3363 -1.6294 -4.0344 -0.026 0.127 -0.171
F 1.7066 -2.1560 -5.2239 -0.056 0.101 0.349
C 1.3130 -0.2523 -3.8696 0.051 0.068 -0.180
F 1.6322 0.5603 -4.9031 -0.031 -0.227 0.183
Se -2.9191 1.4639 4.8760 0.319 0.344 -0.645
Sb -2.9383 -0.4459 3.3532 -1.342 -0.406 3.050
Se -5.3147 -0.8294 2.9115 -0.083 0.108 -0.978
Se -2.0771 -2.3547 4.5971 0.148 0.045 -0.552
Se -1.7340 -0.0282 1.1766 -0.045 -1.783 2.096
```
Forces are in eV/Å.

ΔE to the lowest compared entry with this formula, charge and spin: 7.8501 eV
Largest force on an atom: 4.8 eV Å⁻¹
E_LUMO (alpha / beta): 1.858 / 1.840 eV
HOMO level (alpha / beta): -0.02224 / -0.02147 Eh
Orbital gap (alpha / beta): 2.46 / 2.42 eV
Net charge: -2